Density functional theory data (the ωB97M-V functional and the def2-TZVPD basis) for C7H8 in the gas phase in a non-equilibrium geometry.

```
15
Properties=species:S:1:pos:R:3
C -2.218 -3.953 0.992
C -1.803 -2.860 0.422
C -1.429 -1.873 -0.289
C -0.816 -0.661 -0.653
C 0.070 0.403 0.077
C 0.714 1.574 -0.254
C 1.697 2.266 0.606
H -2.995 -4.750 0.679
H -1.991 -4.035 2.107
H -1.424 -0.222 -1.502
H 0.170 0.038 1.171
H 0.616 2.017 -1.316
H 2.565 2.660 0.084
H 2.063 1.623 1.338
H 1.359 3.230 0.991
```

Results
- E_HOMO (Eh) = -0.3015
- SMILES = C=C=C=C/C=C/C
- ΔE to the lowest compared entry with this formula, charge and spin (eV) = 5.0326



Density functional theory data (the ωB97M-V functional and the def2-TZVPD basis) for C7H13F3O2Si in the gas phase in a non-equilibrium geometry.

```
26
Properties=species:S:1:pos:R:3
C -2.115 -1.192 -2.002
C -1.825 -0.668 -0.863
Si -0.339 0.396 -0.520
C 1.124 -0.459 0.303
C 0.638 -1.371 1.502
C 1.836 -2.268 1.985
O 0.217 1.024 -1.859
C 0.230 2.129 -2.711
O -1.153 1.413 0.544
C -0.730 1.941 1.620
F -1.455 3.073 1.836
F -0.821 1.161 2.784
F 0.579 2.271 1.560
H -3.017 -1.734 -2.234
H -1.437 -1.079 -2.820
H -2.541 -0.715 0.037
H 1.598 -1.057 -0.465
H 1.943 0.160 0.654
H -0.284 -2.024 1.113
H 0.312 -0.670 2.161
H 1.544 -3.299 2.107
H 2.587 -2.273 1.218
H 2.290 -1.998 2.930
H 0.259 3.031 -2.250
H -0.567 2.115 -3.353
H 1.129 2.094 -3.276
```

Results
- E_HOMO (Eh) = -0.3736
- SMILES = C=C[Si@@](CCC)(OC)OC(F)(F)F
- ΔE to the lowest compared entry with this formula, charge and spin (eV) = 0.0000



Density functional theory data (the ωB97M-V functional and the def2-TZVPD basis) for 2 unconnected molecules or ions with the total composition C4H12S in a non-equilibrium geometry.

```
17
Properties=species:S:1:pos:R:3
C -1.238 2.807 -1.008
S -1.892 1.266 -0.434
C -1.013 0.126 -1.526
H -0.151 2.740 -1.146
H -1.576 3.126 -2.000
H -1.439 3.602 -0.299
H -1.273 -0.854 -1.129
H 0.063 0.286 -1.616
H -1.463 0.214 -2.520
C 1.314 -2.201 1.975
C 1.194 -1.142 0.881
H 1.497 -3.226 1.675
H 2.053 -1.916 2.734
H 0.414 -2.221 2.613
H 1.435 -1.453 -0.142
H 1.902 -0.362 1.140
H 0.172 -0.791 0.801
```

Results
- E_HOMO (Eh) = -0.3119
- SMILES = CSC.CC
- ΔE to the lowest compared entry with this formula, charge and spin (eV) = 0.3782



Density functional theory data (the ωB97M-V functional and the def2-TZVPD basis) for a molecular structure, C10H36O12S in a non-equilibrium geometry.

```
59
Properties=species:S:1:pos:R:3
C 10.254 6.871 10.399
O 9.724 7.853 9.627
H 11.196 6.512 10.004
H 10.381 7.144 11.421
H 9.684 6.005 10.334
H 9.766 8.718 10.127
C 6.242 12.002 8.184
O 7.414 11.365 8.676
H 5.396 11.817 8.819
H 6.410 13.016 8.181
H 5.986 11.703 7.120
H 7.355 10.381 8.556
C 5.930 12.501 13.600
O 6.491 12.892 12.342
H 5.989 11.409 13.690
H 6.446 13.030 14.396
H 4.954 12.829 13.638
H 7.503 12.941 12.393
C 10.193 13.434 10.069
O 9.980 12.112 9.519
H 9.551 13.621 10.890
H 11.227 13.564 10.434
H 9.966 14.112 9.233
H 9.065 12.058 9.242
C 12.610 8.845 17.342
O 12.703 8.056 16.120
H 13.525 8.864 17.913
H 12.295 9.796 17.021
H 11.853 8.387 17.995
H 13.524 7.554 16.035
C 7.476 8.061 7.091
O 7.398 8.493 8.434
H 7.057 7.044 7.003
H 6.872 8.631 6.453
H 8.514 7.972 6.788
H 8.170 8.055 8.887
C 10.215 6.239 14.610
O 10.553 7.584 14.365
H 10.860 5.811 15.364
H 9.250 6.126 15.031
H 10.279 5.690 13.642
H 11.114 7.827 15.101
C 8.874 10.021 12.152
O 9.772 9.852 11.092
H 7.873 10.164 11.816
H 8.988 9.128 12.735
H 9.233 10.758 12.864
H 10.085 10.703 10.691
C 11.954 11.169 6.783
C 11.188 9.905 7.245
O 12.222 8.965 7.614
S 13.259 9.884 8.498
O 14.522 9.332 8.721
O 12.549 10.443 9.668
O 13.277 10.973 7.333
H 11.471 12.027 7.229
H 12.101 11.235 5.691
H 10.537 9.452 6.449
H 10.540 9.978 8.103
```

Results
- E_HOMO (Eh) = -0.3498
- ΔE to the lowest compared entry with this formula, charge and spin (eV) = 0.0000



Density functional theory data (the ωB97M-V functional and the def2-TZVPD basis) for C6H4O in the gas phase.

```
11
Properties=species:S:1:pos:R:3
C 2.102 1.220 0.257
C 0.817 0.532 0.340
C -0.248 -0.031 0.405
C -1.519 -0.731 0.460
O -2.173 -0.841 1.473
C -1.492 -1.020 -2.010
C -1.979 -1.324 -0.834
H 2.762 0.899 1.068
H 1.957 2.301 0.344
H 2.595 1.012 -0.697
H -2.822 -2.017 -0.806
```

Results
- E_HOMO (Eh) = -0.3890
- ΔE to the lowest compared entry with this formula, charge and spin (eV) = 4.0705



Density functional theory data (the ωB97M-V functional and the def2-TZVPD basis) for a molecular structure, C12H17N3O2PdS in a non-equilibrium geometry.

```
36
Properties=species:S:1:pos:R:3
Pd -0.508 0.468 0.257
N -4.794 0.951 0.737
C -3.506 0.630 0.419
S -2.310 1.863 0.662
N -3.267 -0.553 -0.021
N -1.919 -0.807 -0.239
C -1.681 -2.004 -0.654
C -0.418 -2.588 -1.004
C -0.357 -3.974 -1.217
C 0.835 -4.600 -1.495
C 2.003 -3.828 -1.552
C 1.964 -2.465 -1.366
C 0.743 -1.803 -1.127
O 0.677 -0.500 -1.088
H -5.027 1.921 0.845
H -5.513 0.328 0.411
H -2.560 -2.641 -0.704
H -1.273 -4.551 -1.152
H 0.871 -5.666 -1.667
H 2.953 -4.311 -1.746
H 2.858 -1.858 -1.432
C 2.187 2.132 -1.060
C 2.335 1.510 0.312
O 1.130 1.562 1.111
C 0.776 2.924 1.463
C 0.071 2.920 2.800
H 3.078 1.911 -1.650
H 2.084 3.217 -1.000
H 1.330 1.713 -1.579
H 3.115 2.022 0.883
H 2.589 0.455 0.247
H 0.163 3.357 0.672
H 1.704 3.498 1.533
H -0.700 2.154 2.825
H -0.410 3.884 2.970
H 0.778 2.729 3.608
```

Results
- E_HOMO (Eh) = -0.2801
- ΔE to the lowest compared entry with this formula, charge and spin (eV) = 0.4350